Below is 10 unconnected molecules or ions with the total composition C15H50N14O10, with properties calculated with ωB97M-V with the def2-TZVPD basis set.

Structure (XYZ):
```
89
Properties=species:S:1:pos:R:3:forces:R:3
O -0.00853 1.16217 -4.34670 -2.119 -0.645 0.241
O -0.89421 -1.03795 3.11167 -1.195 2.493 -1.283
O 4.40309 0.84742 3.12536 0.070 0.444 0.270
O -2.23625 -3.25212 -1.34220 -1.601 1.053 1.592
O 4.30112 -2.84983 -0.94324 0.629 -1.342 0.399
O -3.50854 -1.15333 2.16355 0.089 0.500 -0.583
O 3.53864 2.21921 -1.11644 0.156 -0.822 0.974
O 0.76233 -1.25338 -1.25446 2.438 -0.492 -2.937
O -4.25856 -1.32836 -5.07286 -0.031 0.085 -0.016
O -1.68921 2.55820 1.04032 -0.383 0.293 0.456
N 5.05862 3.90321 -0.80236 1.398 -0.873 0.713
N 1.62776 2.62082 -4.41686 1.002 3.223 -0.790
N 3.67239 -0.76956 -1.06671 -2.619 3.575 -0.126
N 2.99145 1.95863 1.84484 -1.687 1.660 -2.389
N 2.81101 2.09855 4.08105 -0.991 1.027 0.778
N 5.80460 -1.21693 -1.11525 4.245 -0.332 -0.144
N -0.94935 -1.16321 0.13976 -1.720 -0.620 0.263
N 0.68759 0.14734 0.55282 2.831 2.617 0.559
N -1.14528 -3.75416 -3.15887 0.123 1.304 -3.179
N -2.31466 -0.93529 -4.00337 4.236 0.087 -1.444
N 2.99828 4.35042 -1.30570 -2.793 1.651 -0.592
N -1.10334 -5.11733 -1.52038 2.978 -7.707 3.594
N 1.84193 0.87136 -3.04974 0.372 0.335 0.378
N -4.05855 -1.09170 -2.85737 -4.156 0.319 4.317
C 0.28459 -0.78330 -0.27520 -4.640 -1.180 1.838
C 0.82784 -0.79974 4.71611 0.173 1.381 0.709
C 3.83147 3.40568 -1.02593 2.174 -0.855 -0.681
C -1.54695 -4.04968 -1.95337 -1.354 5.071 -1.482
C 3.45698 1.63599 3.02690 2.951 -3.135 0.420
C 1.04379 1.53432 -3.89652 0.767 -1.474 -0.771
C 0.13559 -2.85932 3.79821 0.197 -4.297 1.295
C -3.09184 4.41678 0.35338 1.228 -0.345 -0.458
C -2.77315 2.37346 -1.08219 1.198 0.541 -0.062
C -4.36787 -2.21096 1.78534 -1.084 -0.551 1.135
C 4.59389 -1.66792 -1.03060 -2.391 -2.244 0.048
C -4.75284 -2.95883 3.03485 0.021 -0.536 0.428
C -0.36023 -1.56959 4.25594 1.452 -0.107 0.095
C -3.60163 -1.11137 -4.05752 -0.808 -0.788 -2.651
C -2.09387 3.34787 -0.11651 -0.803 -1.416 1.489
H -3.82303 -3.34084 3.45630 -0.120 -0.435 0.164
H -5.28428 -1.76969 1.39345 0.085 -0.231 -0.671
H -5.23982 -2.39580 3.83107 0.052 0.506 -0.282
H -3.22876 2.95913 -1.88062 -0.087 -0.524 -0.236
H 3.16455 1.80823 4.98150 -0.502 0.407 -0.123
H 3.40433 5.25153 -1.51360 -1.110 0.012 -0.132
H -5.06280 -1.18159 -2.79814 0.214 -0.048 0.385
H -3.50514 -1.14450 -2.01413 -0.077 -0.262 -0.385
H 2.07235 2.74980 3.85662 0.025 -0.082 1.211
H -0.66461 -3.59301 3.89556 -0.538 -0.155 -0.877
H -1.27081 -0.88597 1.05623 0.014 -0.204 -0.339
H -1.48443 -1.87457 -0.33747 0.277 -0.393 -0.134
H -1.51568 -2.85244 -3.42311 0.365 -0.005 -0.814
H -1.02666 -5.29205 -0.52857 -0.270 0.004 -0.250
H 2.61810 1.43153 -2.72744 -0.060 -0.798 0.537
H -3.55458 4.82853 -0.54351 -0.031 0.316 0.165
H -1.11279 3.73025 -0.39822 -0.450 0.585 -1.100
H -1.82012 -1.08124 -4.87183 0.319 0.690 0.321
H 0.79151 -3.36188 4.50906 0.615 0.361 0.226
H -5.44971 -3.75980 2.78800 0.263 -0.313 -0.006
H -2.50675 5.16992 0.88117 -0.493 0.226 0.167
H 3.96896 0.18714 -1.19665 -0.627 -0.028 0.316
H 6.38706 -2.01655 -0.91166 1.031 0.735 -0.318
H -1.98777 1.70747 -1.43958 -0.074 -0.051 -0.604
H 5.71839 3.26488 -0.38127 0.298 0.534 -0.264
H 1.50462 -0.50860 3.91279 0.017 -0.307 -0.131
H 1.06502 3.24753 -4.97422 0.041 -0.445 0.020
H -0.48892 -5.64552 -2.12336 -0.072 -0.086 0.481
H 5.26014 4.86450 -1.03780 0.371 -0.459 0.511
H 0.20339 0.28035 1.42915 0.450 0.203 -0.080
H 2.72668 -0.99601 -0.79387 0.055 -0.083 -0.480
H 1.35508 -1.40719 5.45172 0.144 0.187 -0.035
H 1.56386 0.00195 -2.61743 0.001 -0.039 0.154
H -3.89353 -2.94062 1.12907 0.036 0.432 -0.499
H -1.06692 -1.62206 5.08416 -0.265 -0.234 -0.021
H -1.37472 1.71769 0.69935 0.130 -0.185 -0.056
H 1.40081 0.76206 0.18739 0.119 0.041 0.799
H -0.46781 -4.27122 -3.70088 -0.261 0.390 0.158
H 0.61586 -2.96023 2.82494 -0.246 0.679 -0.001
H 3.48234 1.74648 0.98802 -0.046 -0.174 0.289
H -3.47319 1.71568 -0.56704 -0.310 0.448 0.109
H -3.86373 3.97433 0.98309 0.151 0.006 0.039
H 2.61263 2.84270 -4.38695 -0.261 -0.334 0.207
H 2.20044 2.58529 1.80367 0.178 -0.059 -0.419
H 2.14329 3.94261 -1.65610 -0.329 1.061 -0.445
H 6.11555 -0.26664 -1.25793 -0.108 -0.528 0.269
H -1.89912 -0.47862 -3.20407 0.379 -0.034 -0.602
H 0.50448 0.12085 5.20195 0.112 0.206 0.102
H -3.94846 -0.39756 1.76745 0.667 0.541 0.253
H -1.78336 -1.36377 2.95399 -0.422 0.026 0.022
```
Positions in Å, forces in eV/Å.

Orbital gap, eV: 8.71
Electronic energy, eV: -57706.187
Structure (SMILES): NC(N)=O.NC(N)=O.NC(N)=O.NC(N)=O.NC(N)=O.NC(N)=O.NC(N)=O.CC(C)O.CC(C)O.CCO
F_max, eV Å⁻¹: 9.010
LUMO, eV: -0.220